Computed, not measured: a molecular structure, C13H15N2O5Ti, with ωB97M-V/def2-TZVPD.

Gap between HOMO and LUMO (spin up / spin down)   8.58 / 10.31 eV
M   327.1 u
Energy   -1839.66352 hartree
2S+1   2
ΔE to the lowest compared entry with this formula, charge and spin   14.2 kcal/mol

Positions of all 36 atoms, in Å:
Ti  -0.92652  0.83203  -0.68198
O  0.69816  1.30632  0.80410
C  0.47398  0.74991  2.11887
C  -0.08091  -0.64563  1.93297
N  -1.20215  -0.65735  0.97826
C  -1.43566  -1.96833  0.34337
C  -1.99169  -1.78594  -1.06791
O  -2.53542  -2.67723  -1.64680
O  -1.76317  -0.55885  -1.55198
C  -2.46317  -0.10893  1.54694
C  -2.41996  1.42080  1.60484
O  -2.83795  2.02463  2.55400
O  -1.86356  1.94358  0.52038
H  0.75411  2.26857  0.87396
H  -0.20380  1.38963  2.67922
H  1.42094  0.69472  2.64938
H  -0.37734  -1.04318  2.90668
H  0.70152  -1.28208  1.52251
H  -2.10831  -2.59932  0.92049
H  -0.48395  -2.48873  0.23975
H  -2.68961  -0.51386  2.53211
H  -3.27542  -0.37054  0.86855
C  2.11816  1.16182  -2.00115
C  3.11301  0.87356  -1.08162
C  3.19998  -0.39646  -0.52393
C  2.29554  -1.38320  -0.89482
C  1.30633  -1.10017  -1.83407
C  1.20821  0.17659  -2.38143
H  2.03069  2.15008  -2.43174
H  3.82318  1.63951  -0.79616
H  3.98380  -0.62126  0.18960
H  2.37476  -2.37922  -0.47492
H  0.62717  -1.87681  -2.16372
H  0.49963  0.37872  -3.17120
N  -0.99595  3.13831  -2.94558
C  -0.97464  2.30832  -2.13696